w.
102
Properties=species:S:1:pos:R:3 method="wB97M-V/def2-TZVPD" charge=0 homo_energy_ev=-10.07
O -3.55 4.98 0.55
H -3.82 4.45 -0.20
H -3.01 4.38 1.07
O -3.50 -2.45 2.37
H -4.39 -2.24 2.09
H -3.60 -2.75 3.27
O 0.90 2.10 -5.68
H 0.67 1.96 -4.76
H 1.63 1.50 -5.84
O -0.75 -2.93 4.71
H -1.39 -3.62 4.92
H -0.36 -3.21 3.88
O -3.29 1.55 -0.64
H -3.55 1.77 -1.54
H -2.64 0.85 -0.75
O -1.07 0.59 -3.75
H -1.68 -0.11 -3.54
H -0.22 0.15 -3.85
O 0.45 3.55 -1.40
H 0.97 4.27 -1.75
H -0.44 3.71 -1.71
O 0.38 2.28 2.01
H 0.43 1.84 1.16
H -0.51 2.63 2.05
O 3.17 -4.08 0.13
H 3.15 -4.80 -0.51
H 3.44 -4.50 0.95
O -2.09 3.37 2.72
H -1.60 3.62 3.50
H -2.72 2.72 3.04
O 2.76 2.48 -0.62
H 3.12 3.18 -0.07
H 1.84 2.74 -0.75
O 4.44 -2.83 -2.56
H 5.39 -2.98 -2.61
H 4.22 -3.00 -1.65
O -0.14 0.38 0.24
H 0.48 -0.03 -0.36
H -0.95 -0.11 0.11
O 0.49 -0.62 2.82
H 0.15 -1.49 2.63
H 0.10 -0.06 2.15
O 3.06 -1.72 4.00
H 3.10 -0.95 3.44
H 2.26 -1.62 4.50
O -4.39 -3.16 -0.39
H -5.01 -3.75 0.04
H -3.78 -3.75 -0.85
O 2.63 -0.01 -1.51
H 3.21 -0.49 -0.91
H 2.85 0.91 -1.37
O 1.74 -3.36 -2.87
H 2.67 -3.15 -2.77
H 1.34 -2.53 -3.15
O 1.26 -2.23 0.03
H 1.66 -1.48 0.47
H 1.96 -2.88 -0.03
O 4.25 -1.44 0.09
H 5.15 -1.26 0.36
H 4.07 -2.32 0.43
O -3.73 1.02 3.37
H -3.19 0.38 3.84
H -4.59 0.97 3.78
O -0.44 -3.25 2.06
H -0.19 -2.95 1.18
H -1.39 -3.27 2.04
O 4.74 3.04 -2.51
H 4.72 3.03 -3.46
H 3.88 2.72 -2.24
O 2.96 3.89 1.71
H 2.36 3.16 1.88
H 3.06 4.32 2.56
O -4.27 1.63 -3.20
H -3.82 1.40 -4.02
H -4.52 0.79 -2.82
O 2.92 0.26 1.98
H 3.00 0.83 1.21
H 1.99 0.29 2.20
O -5.38 1.03 1.14
H -4.77 0.94 1.88
H -4.84 1.38 0.43
O -1.70 -3.09 -2.27
H -0.82 -3.44 -2.39
H -2.19 -3.39 -3.04
O -2.42 -1.09 -0.23
H -2.77 -1.72 0.41
H -2.11 -1.64 -0.95
O -1.44 3.33 -3.34
H -1.29 2.39 -3.44
H -1.45 3.66 -4.24
O 5.61 0.42 1.98
H 5.95 -0.04 2.75
H 4.73 0.07 1.86
O -4.85 -0.67 -1.90
H -4.48 -0.83 -1.03
H -4.87 -1.53 -2.31
O 1.48 -0.71 -3.74
H 1.88 -0.56 -2.88
H 2.22 -0.81 -4.34
O -0.20 1.68 5.04
H 0.18 1.15 4.34
H -0.90 1.13 5.39

---

x.
102
Properties=species:S:1:pos:R:3 method="wB97M-V/def2-TZVPD" charge=0 homo_energy_ev=-9.50
O 1.09 -4.81 -1.20
H 0.55 -4.55 -1.95
H 0.83 -5.71 -1.02
O -1.05 -0.52 3.12
H -1.27 -0.15 2.27
H -1.82 -0.34 3.67
O 1.84 0.08 -4.79
H 1.77 -0.87 -4.65
H 2.52 0.36 -4.17
O -0.34 0.24 0.37
H 0.59 0.45 0.26
H -0.51 -0.45 -0.27
O 4.16 -0.54 -2.48
H 4.63 -1.16 -1.93
H 4.84 0.05 -2.82
O 3.27 2.80 -2.07
H 3.55 3.54 -1.52
H 2.43 3.08 -2.43
O 3.45 -3.66 -2.56
H 2.89 -4.33 -2.17
H 2.87 -2.92 -2.72
O 1.49 -1.01 3.15
H 1.57 -1.71 2.50
H 0.63 -0.62 2.99
O 0.23 4.13 1.55
H 0.20 4.84 0.90
H 0.67 3.42 1.10
O 2.37 2.19 0.61
H 2.38 1.52 -0.07
H 2.91 2.90 0.26
O 0.71 3.33 -3.43
H 0.09 4.05 -3.42
H 0.58 2.90 -4.28
O 2.12 -3.44 1.44
H 2.71 -3.23 0.72
H 1.80 -4.32 1.23
O 0.73 4.29 4.21
H 1.60 4.65 4.05
H 0.37 4.12 3.34
O -3.73 -0.25 -4.98
H -3.36 0.30 -4.29
H -4.59 0.13 -5.14
O -5.74 0.32 -0.28
H -6.55 -0.04 -0.64
H -5.12 -0.41 -0.30
O 5.19 0.65 -0.08
H 4.56 1.18 0.42
H 5.09 -0.23 0.27
O 4.74 -2.24 0.28
H 5.20 -2.63 1.03
H 4.91 -2.86 -0.44
O -3.75 0.77 -2.44
H -3.23 1.57 -2.51
H -3.61 0.48 -1.54
O -2.38 2.16 0.79
H -2.19 2.64 -0.02
H -1.78 1.41 0.77
O 1.01 -2.62 -4.28
H 0.11 -2.88 -4.47
H 1.55 -3.35 -4.58
O 4.12 -1.53 3.28
H 4.17 -2.24 2.63
H 3.19 -1.47 3.48
O -0.27 2.04 5.40
H -0.04 1.54 4.62
H 0.37 2.75 5.44
O -0.89 -0.24 -3.99
H 0.04 -0.11 -4.14
H -1.28 -0.27 -4.87
O -1.71 2.91 -1.79
H -1.61 3.85 -1.95
H -0.99 2.52 -2.29
O -2.41 3.04 3.47
H -1.48 3.18 3.66
H -2.42 2.65 2.60
O -2.40 -3.02 -4.19
H -2.74 -2.13 -4.14
H -2.31 -3.20 -5.12
O -3.42 0.21 4.03
H -4.33 0.24 4.35
H -3.14 1.12 4.02
O -4.35 -2.09 -0.33
H -4.31 -2.25 0.61
H -3.44 -1.95 -0.59
O -1.15 -1.55 -1.65
H -1.34 -0.97 -2.40
H -0.35 -2.01 -1.91
O 0.48 -2.25 5.45
H 1.28 -2.03 5.92
H 0.61 -1.88 4.57
O 1.87 1.67 3.40
H 2.13 1.53 2.49
H 2.24 0.93 3.87
O 2.24 -0.32 -0.57
H 2.39 -1.16 -0.14
H 2.86 -0.30 -1.30
O -4.02 -1.94 2.23
H -4.58 -2.03 3.01
H -3.32 -1.35 2.52
O -5.39 2.05 1.85
H -5.63 1.33 1.27
H -4.43 2.04 1.85

---

Tell me which of them is the least stable. Sure, it is x.